1.
Density functional theory data (ωB97M-V/def2-TZVPD) for a molecular structure, C45H44N2O4S2Sb2Ti in a non-equilibrium geometry.

Structure (ORCA input):
```
! wB97M-V def2-TZVPD RIJCOSX def2/J DEFGRID3
* xyz -2 3
H -4.798 -1.176 2.003
C 2.305 3.060 0.230
C -2.198 -3.540 -2.333
C 1.924 -3.291 -3.919
H -3.758 -1.854 -1.172
H -1.369 4.979 1.856
C -3.212 -0.905 -1.252
C -1.271 0.124 2.923
C -1.825 -2.220 -2.671
C 1.283 4.683 4.626
H -1.166 -0.911 -4.235
C 4.345 -2.294 2.940
C 3.650 -3.211 0.424
C 3.545 -1.209 -3.100
C -0.619 4.887 2.629
C -3.304 -0.115 0.042
C 2.511 -1.624 -2.274
H 3.136 -3.353 -5.685
C 0.657 -4.456 0.735
H -0.663 4.981 -3.512
H 3.340 -3.610 -0.534
H 3.856 2.773 -1.199
H -2.697 0.793 -0.034
C 2.961 -2.871 -4.732
H 4.784 -4.952 0.904
C 1.702 -2.671 -2.704
H -1.043 0.660 -1.170
N -1.832 -1.209 -1.648
C -3.889 -1.735 1.725
H -1.105 -2.626 -5.959
C -1.091 4.607 -2.587
H -4.115 -2.466 0.936
C -1.424 -2.887 -4.961
O 1.566 -5.246 0.501
C 2.977 2.214 -0.835
C -1.780 -4.185 -4.640
O -1.228 -3.733 2.022
Sb 0.375 2.396 0.982
C -3.005 4.179 -1.188
H 5.443 -4.126 3.141
H -3.115 5.099 -3.128
H 2.948 3.092 1.109
C 0.371 3.911 2.526
C 0.284 5.649 4.717
H -3.496 -2.271 2.599
H -4.354 0.210 0.159
H 4.584 -1.944 3.935
H 2.026 4.592 5.409
C -0.374 -4.689 1.916
C -2.524 0.144 2.280
C -1.987 2.070 4.212
C 3.525 -1.535 2.126
C -1.057 1.110 3.904
H 2.086 3.064 3.506
N -2.848 -0.827 1.239
C -0.793 3.537 -0.439
H -2.618 3.195 0.662
C -2.179 3.610 -0.241
H -0.097 1.111 4.397
H -1.449 6.496 3.769
H -1.752 2.821 4.948
H -0.168 -0.204 -2.431
H 4.584 -1.486 -4.950
H 0.796 4.002 -1.820
C -3.215 2.081 3.564
C -2.161 -4.492 -3.354
C 3.772 -1.826 -4.319
C 4.464 -3.976 1.240
C 3.427 0.858 -0.322
H 3.111 -0.605 2.507
H 4.294 0.500 -0.873
C -3.467 1.107 2.614
C 3.186 -1.975 0.853
H 4.188 -0.390 -2.812
H -2.417 -5.507 -3.088
C 1.318 3.825 3.543
H -1.728 0.576 -2.805
H -4.075 4.216 -1.016
S -2.629 -4.015 -0.727
H 0.896 -3.024 -2.065
H 3.743 0.930 0.716
O 0.436 -3.352 0.084
H 0.245 6.317 5.570
O -0.297 -5.699 2.611
Ti -1.144 -2.305 0.648
H 1.275 -4.100 -4.224
C -2.466 4.676 -2.372
H 2.170 4.094 -0.089
C -0.664 5.748 3.708
S 0.006 -0.952 2.501
C -1.457 -1.916 -3.972
H -1.745 -4.965 -5.389
C -1.164 0.019 -2.044
H 2.318 2.105 -1.704
C -0.266 4.049 -1.629
C 4.822 -3.517 2.495
H -3.686 -0.290 -2.044
Sb 1.929 -0.748 -0.376
H -4.425 1.104 2.108
H -3.955 2.831 3.789
*
```

Summary:
Calculated total energy in eV: -116413.602
Gap between HOMO and LUMO (alpha / beta) in eV: 3.54 / 5.77
ΔE to the lowest compared entry with this formula, charge and spin in kcal/mol: 14.5
Expectation value of S²: 2.00


2.
Density functional theory data (ωB97M-V/def2-TZVPD) for a molecular structure, C22H18F3N6O4PtSSe in a non-equilibrium geometry.

Structure (ORCA input):
```
! wB97M-V def2-TZVPD RIJCOSX def2/J DEFGRID3
* xyz 1 5
O -0.090 -2.379 1.113
H 5.363 2.280 0.964
C -2.202 2.042 -0.912
C 2.606 -1.745 -3.455
H -0.703 1.563 -2.220
H 1.977 -2.707 -5.275
H 2.268 -1.631 1.513
C 4.275 -0.849 1.789
C -3.900 0.827 4.681
H 2.852 -0.731 -1.581
C 5.126 0.250 1.623
O -2.430 -1.471 0.679
H -4.552 0.752 5.536
N -3.635 1.966 1.170
C 2.507 0.393 0.840
F -0.920 -1.863 -5.879
C 4.693 1.443 1.078
H -2.434 3.100 -1.107
F -0.229 -3.881 -5.626
C -2.603 0.316 4.767
S -1.624 -1.721 -2.054
C 0.192 2.678 -0.737
H 3.654 -1.738 -3.704
H 0.538 3.334 -1.546
H 6.157 0.166 1.931
C 2.155 -1.188 -2.267
N -0.810 1.716 -1.221
Pt -0.508 -0.455 -0.045
H -2.278 -0.125 5.696
N 0.882 -1.182 -1.917
C 1.668 -2.299 -4.323
H -0.742 -0.064 3.751
H -0.257 3.299 0.048
C -2.202 0.928 2.519
N 1.280 0.739 0.331
C 3.365 1.504 0.685
C 1.364 1.969 -0.121
O -2.172 -3.959 1.704
H -4.474 2.363 0.776
H 4.674 -1.756 2.216
O -1.539 -3.370 -0.834
C 2.950 -0.800 1.404
C 0.334 -2.314 -3.958
N 2.601 2.481 0.072
H -5.371 1.830 3.467
H 2.917 3.407 -0.167
C -0.039 -1.763 -2.715
H -2.849 1.422 -1.543
C -2.481 1.704 0.521
C -1.735 0.352 3.695
C -4.373 1.424 3.528
C -3.506 1.466 2.449
N -1.598 1.109 1.296
F -1.860 -3.139 -4.435
C -0.677 -2.820 -4.956
Se -1.603 -2.878 0.757
*
```

Summary:
Calculated total energy in eV: -127807.078
Gap between HOMO and LUMO (alpha / beta) in eV: 7.96 / 6.37
Expectation value of S²: 6.03